(1)
{
  "formula": "C4H7N3O",
  "method": "ωB97M-V/def2-TZVPD",
  "multiplicity": 1,
  "lumo_energy_ev": 0.239,
  "homo_lumo_gap_ev": 8.71,
  "species": ["C", "N", "C", "N", "C", "O", "C", "N", "H", "H", "H", "H", "H", "H", "H"],
  "coordinates": [[-1.4694, 1.3573, 0.1372], [-0.5790, 0.2246, -0.0254], [-1.2397, -1.0534, -0.2011], [0.6435, 0.5951, -0.6315], [1.4576, -0.1234, -0.0050], [1.5737, -1.1313, 0.8880], [2.9430, 0.4121, -0.3658], [3.9875, 0.8975, -0.4376], [-2.1091, 1.4733, -0.7431], [-2.1140, 1.2176, 1.0079], [-0.8743, 2.2571, 0.2708], [-1.9681, -1.2157, 0.5970], [-1.7788, -1.0854, -1.1531], [-0.5140, -1.8579, -0.1292], [2.0411, -1.9676, 0.7910]],
  "forces_ev_per_angstrom": [[0.02, -0.24, -0.55], [-2.27, 0.88, 1.09], [0.41, 0.26, -0.51], [-1.98, -1.82, 2.20], [8.28, 0.09, -2.21], [-2.59, 1.28, 0.86], [-1.62, -0.69, 0.70], [-0.53, -0.39, -0.12], [-0.19, 0.25, -0.10], [0.13, -0.07, 0.00], [-0.07, 0.02, 0.03], [0.13, 0.26, 0.04], [-0.03, -0.27, -0.17], [-0.06, -0.12, -0.20], [0.35, 0.57, -1.04]],
  "nbo_charge": [-0.403, -0.349, -0.414, -0.228, 0.537, -0.707, 0.183, -0.334, 0.169, 0.200, 0.217, 0.212, 0.174, 0.203, 0.539]
}

---

(2)
{
  "formula": "C4H7N3O",
  "method": "ωB97M-V/def2-TZVPD",
  "multiplicity": 1,
  "lumo_energy_ev": 0.711,
  "homo_lumo_gap_ev": 9.09,
  "species": ["C", "C", "C", "C", "H", "H", "H", "H", "H", "H", "H", "N", "N", "N", "O"],
  "coordinates": [[1.0398, -0.9103, -0.0244], [-1.3401, -1.2071, -0.1887], [-2.4497, -0.0474, 0.2542], [-1.6627, 1.2806, -0.2040], [3.7337, 0.5151, -0.0922], [0.6521, -1.9409, -0.0438], [-1.4016, -1.2510, -1.5331], [-1.3645, -2.0567, 0.5080], [-3.8292, -0.5147, -0.0795], [-2.6086, 0.1829, 1.6494], [-1.9556, 2.2672, -0.3783], [2.2829, -0.5482, -0.0547], [-0.1622, -0.2635, 0.1728], [-0.4208, 1.0428, -0.1508], [2.6689, 0.8106, 0.1470]],
  "forces_ev_per_angstrom": [[1.00, 1.19, 0.29], [-1.32, 5.32, -1.08], [-2.99, -1.00, 1.81], [-0.71, -3.74, 0.75], [-4.40, 2.20, 1.23], [2.11, -0.17, -0.32], [0.13, -0.51, 4.31], [0.03, 0.03, -0.98], [4.48, 2.02, 0.66], [0.77, -1.20, -4.31], [-0.93, 1.16, -0.22], [-1.77, -1.45, 0.18], [-1.36, -1.27, -0.73], [0.90, 0.01, -0.04], [4.07, -2.60, -1.54]],
  "nbo_charge": [0.203, -0.284, -0.481, 0.005, 0.489, 0.186, 0.216, 0.241, 0.239, 0.234, 0.215, -0.218, -0.308, -0.194, -0.542]
}

---

(3)
{
  "formula": "C4H7N3O",
  "method": "ωB97M-V/def2-TZVPD",
  "multiplicity": 1,
  "lumo_energy_ev": 0.606,
  "homo_lumo_gap_ev": 10.26,
  "species": ["C", "C", "O", "N", "N", "C", "C", "N", "H", "H", "H", "H", "H", "H", "H"],
  "coordinates": [[-1.5800, -0.3591, 1.0365], [-0.1905, -0.8027, 0.7066], [0.2218, -2.0136, 1.0692], [1.5088, -2.2262, 0.7026], [1.8487, -1.2184, 0.0108], [0.8385, -0.2729, -0.0107], [1.0528, 1.0043, -0.6957], [0.0553, 1.4107, -1.7797], [-1.7057, -0.4219, 2.1709], [-1.7558, 0.6852, 0.8340], [-2.3764, -0.9613, 0.5462], [1.2932, 1.8364, -0.0221], [1.8924, 0.7602, -1.3089], [-0.4370, 0.5698, -1.9814], [-0.6659, 2.0095, -1.2781]],
  "forces_ev_per_angstrom": [[-0.26, -0.70, 1.82], [0.17, 0.31, -1.07], [-1.53, -0.89, 1.75], [0.16, 1.10, -1.44], [0.41, -0.08, 0.47], [-0.46, -0.70, 0.87], [-0.20, 0.56, -1.86], [-0.60, 1.51, 2.92], [-0.01, -0.23, -1.45], [0.22, 0.29, -0.46], [0.67, 0.29, 0.34], [-0.18, -0.18, -0.29], [1.21, 0.37, 0.00], [-0.57, -0.76, -0.55], [0.98, -0.88, -1.06]],
  "nbo_charge": [-0.671, 0.301, -0.279, 0.098, -0.208, -0.016, -0.271, -0.795, 0.241, 0.234, 0.244, 0.211, 0.223, 0.347, 0.340]
}

---

(4)
{
  "formula": "C4H7N3O",
  "method": "ωB97M-V/def2-TZVPD",
  "multiplicity": 1,
  "lumo_energy_ev": 0.291,
  "homo_lumo_gap_ev": 9.40,
  "species": ["C", "C", "C", "C", "H", "H", "H", "H", "H", "H", "H", "N", "N", "N", "O"],
  "coordinates": [[1.0015, 1.8993, -0.0149], [1.4168, -0.5947, 0.0879], [-0.0829, -0.7985, -0.2838], [-3.0578, 0.0895, 0.4520], [0.7847, 2.3146, 1.0968], [-0.1841, 1.6046, -0.6089], [1.6403, 2.7626, -0.6084], [2.8689, 0.7876, -0.1317], [-0.2050, -1.9512, -0.4212], [-4.0587, -0.2496, 0.3428], [-2.7362, 0.5161, 1.5482], [1.7661, 0.6682, -0.0130], [-0.9800, 0.0818, -0.1884], [-2.3020, -0.3117, -0.4846], [2.1044, -1.5531, 0.2671]],
  "forces_ev_per_angstrom": [[-2.20, 2.16, -1.18], [-3.65, 0.61, -1.24], [0.94, -3.00, 1.16], [0.41, -0.35, 2.45], [0.40, -1.05, -2.57], [4.13, 1.60, 2.02], [-1.71, -2.33, 1.53], [-3.21, -0.34, 0.73], [-0.46, 2.01, -0.19], [-1.01, 0.20, 0.07], [-0.46, -0.71, -3.04], [5.21, 2.39, -0.41], [-0.46, -0.93, -0.58], [0.87, 0.89, 0.95], [1.18, -1.14, 0.30]],
  "nbo_charge": [-0.467, 0.622, 0.039, -0.069, 0.199, 0.282, 0.209, 0.403, 0.196, 0.183, 0.176, -0.618, -0.313, -0.249, -0.594]
}

---

(5)
{
  "formula": "C4H7N3O",
  "method": "ωB97M-V/def2-TZVPD",
  "multiplicity": 1,
  "lumo_energy_ev": 0.595,
  "homo_lumo_gap_ev": 9.37,
  "species": ["H", "N", "C", "N", "N", "C", "C", "O", "C", "H", "H", "H", "H", "H", "H"],
  "coordinates": [[1.5804, 0.9464, -0.5856], [1.6885, 1.9396, -0.0438], [0.7130, 1.9917, 0.8444], [0.1036, 0.8053, 1.0526], [0.3168, -0.0478, 0.1633], [-0.6023, -0.0723, -1.1349], [-0.6679, -1.6215, -1.0089], [-1.0403, -2.5729, -1.5481], [0.0535, -1.4353, 0.4244], [0.5578, 2.8963, 1.5906], [-0.7419, 0.5721, 1.5683], [-0.2575, 0.3423, -2.0585], [-1.6883, 0.1841, -1.0761], [0.8678, -2.3966, 0.6226], [-0.8833, -1.5315, 1.1898]],
  "forces_ev_per_angstrom": [[0.68, 3.16, 1.97], [-2.07, -0.05, -0.19], [3.92, 1.70, -0.62], [-3.06, 2.08, 5.08], [-0.30, -5.84, -7.06], [-1.02, -1.54, 0.33], [3.03, 3.27, 3.86], [-1.23, -2.00, -1.93], [-1.73, -4.22, 0.71], [0.18, -2.13, -1.76], [-0.09, 1.24, 0.50], [0.73, 0.41, -0.34], [0.67, 0.62, 0.76], [-1.84, 3.37, -0.12], [2.12, -0.05, -1.19]],
  "nbo_charge": [0.361, -0.700, 0.217, -0.444, -0.259, -0.388, 0.616, -0.489, -0.344, 0.206, 0.354, 0.236, 0.218, 0.240, 0.174]
}

---

(6)
{
  "formula": "C4H7N3O",
  "method": "ωB97M-V/def2-TZVPD",
  "multiplicity": 1,
  "lumo_energy_ev": [0.459, 0.466],
  "homo_lumo_gap_ev": [7.61, 7.62],
  "species": ["N", "C", "C", "C", "C", "O", "N", "N", "H", "H", "H", "H", "H", "H", "H"],
  "coordinates": [[0.0695, 0.1221, -0.5560], [-0.6100, -0.1010, 0.5138], [1.2392, 1.4382, 0.4880], [-1.6961, -1.5824, -0.6213], [2.5394, 1.2406, 0.5194], [0.9775, -0.8654, -0.9427], [-1.2572, 0.3273, 1.4763], [-2.8773, -1.4796, -1.0153], [1.2851, -0.5257, -1.7962], [-2.1539, -0.1294, 1.6363], [-3.2943, -0.5508, -0.9040], [0.6874, 2.3012, 0.8432], [-1.1278, -2.5211, -0.6722], [3.2301, 2.0031, 0.8855], [2.9884, 0.3229, 0.1453]],
  "forces_ev_per_angstrom": [[4.75, 4.26, 1.34], [-5.45, -4.82, -1.42], [-0.09, -0.57, -1.47], [0.78, 0.60, 1.87], [-0.41, -0.22, -0.29], [-0.48, 0.06, 0.16], [0.91, 1.24, 0.11], [0.27, 0.08, -0.21], [-0.13, -0.10, 0.09], [0.50, -0.18, 0.04], [0.14, -0.09, 0.14], [-0.18, -0.27, -0.19], [-0.26, 0.10, -0.29], [-0.27, -0.18, 0.21], [-0.08, 0.09, -0.09]],
  "nbo_charge": [-0.138, 0.511, -0.103, 0.034, -0.477, -0.527, -0.673, -0.656, 0.485, 0.395, 0.344, 0.207, 0.158, 0.223, 0.216]
}

---

(7)
{
  "formula": "C4H7N3O",
  "method": "ωB97M-V/def2-TZVPD",
  "multiplicity": 1,
  "lumo_energy_ev": 0.463,
  "homo_lumo_gap_ev": 9.31,
  "species": ["C", "C", "O", "C", "N", "N", "C", "N", "H", "H", "H", "H", "H", "H", "H"],
  "coordinates": [[-1.5169, 1.2982, -0.4887], [-0.6551, 0.4918, 0.1315], [-0.5828, 0.3716, 1.4898], [-0.0447, -0.9020, -0.6466], [0.0014, -2.0735, 0.1200], [1.2317, -0.4376, -1.0481], [1.7411, 0.3945, -0.2835], [2.5025, 1.2082, 0.2201], [-1.6293, 1.2620, -1.5589], [-2.2803, 1.8527, 0.0415], [-1.1633, 1.0160, 1.9144], [-0.7010, -1.0108, -1.5107], [-0.9017, -2.4958, 0.2868], [0.5202, -1.9655, 0.9828], [3.4782, 0.9902, 0.3495]],
  "forces_ev_per_angstrom": [[0.07, -0.30, 0.03], [-2.19, -2.90, -0.56], [0.37, -0.06, -0.05], [-1.85, 2.97, 1.23], [0.04, -0.57, 0.19], [1.06, 1.14, 0.60], [3.15, -0.50, -1.49], [-1.20, -0.01, -0.54], [0.11, -0.07, -0.17], [0.35, 0.51, 0.18], [0.12, 0.07, -0.10], [0.13, -0.21, 0.09], [0.06, 0.13, 0.04], [-0.14, 0.02, -0.03], [-0.10, -0.23, 0.56]],
  "nbo_charge": [-0.546, 0.268, -0.704, 0.111, -0.818, -0.526, 0.689, -0.725, 0.212, 0.195, 0.482, 0.195, 0.376, 0.375, 0.414]
}

---

(8)
{
  "formula": "C4H7N3O",
  "method": "ωB97M-V/def2-TZVPD",
  "multiplicity": 1,
  "lumo_energy_ev": 0.681,
  "homo_lumo_gap_ev": 9.06,
  "species": ["N", "C", "C", "C", "N", "C", "N", "O", "H", "H", "H", "H", "H", "H", "H"],
  "coordinates": [[-0.1081, 1.7228, -0.5704], [0.2198, 0.5737, 0.2498], [1.6409, 0.1751, 0.5026], [1.7818, -1.0611, 0.0128], [0.6137, -1.6127, -0.4286], [-0.3306, -0.7504, -0.2101], [-1.6824, -0.8886, -0.3387], [-2.7048, -0.2050, 0.4127], [-0.1401, 1.4663, -1.5451], [0.5883, 2.4956, -0.4730], [-0.2941, 0.7153, 1.2059], [2.3696, 0.7384, 1.1310], [2.7485, -1.5798, -0.0669], [-1.9817, -1.1201, -1.1727], [-2.7209, -0.6695, 1.2907]],
  "forces_ev_per_angstrom": [[0.55, 0.88, -0.30], [-0.08, -0.14, 2.03], [0.94, 0.85, 0.52], [2.29, 1.12, 0.33], [-2.88, -1.30, -0.67], [1.01, 1.60, 0.25], [0.73, 0.14, 4.15], [1.75, -0.46, 0.35], [0.14, 0.03, -0.22], [-0.83, -1.13, -0.01], [0.17, 0.28, 0.44], [-0.63, -0.41, -0.98], [-0.79, -0.12, 0.14], [-2.43, -1.70, -4.77], [0.06, 0.37, -1.25]],
  "nbo_charge": [-0.811, -0.178, -0.270, -0.025, -0.475, 0.414, -0.330, -0.533, 0.360, 0.372, 0.212, 0.218, 0.207, 0.366, 0.473]
}

---

(9)
{
  "formula": "C4H7N3O2",
  "method": "ωB97M-V/def2-TZVPD",
  "multiplicity": 1,
  "lumo_energy_ev": -0.061,
  "homo_lumo_gap_ev": 9.24,
  "species": ["C", "C", "N", "O", "O", "C", "N", "N", "C", "H", "H", "H", "H", "H", "H", "H"],
  "coordinates": [[0.4094, -1.6965, -0.4364], [-0.0845, -0.3686, 0.0447], [-1.0418, -0.4589, 1.2015], [-1.7896, -1.4235, 1.2326], [-1.1247, 0.5121, 1.9656], [-1.0225, 0.7405, -1.1641], [-0.4751, 1.8429, -1.1144], [0.7181, 1.8185, -0.4027], [0.9451, 0.6596, 0.4023], [-0.1693, -1.9927, -1.2319], [0.2247, -2.4203, 0.3095], [1.4176, -1.6613, -0.6985], [-1.5782, 0.3769, -2.0275], [0.7370, 2.7390, 0.0945], [0.7374, 0.9299, 1.5559], [2.0962, 0.4024, 0.2690]],
  "forces_ev_per_angstrom": [[-1.02, 0.90, 1.25], [-0.51, 2.26, -1.44], [-1.38, 0.64, 0.26], [0.61, 0.41, 0.10], [-0.20, -1.40, -0.66], [1.24, -3.58, 1.36], [1.59, 0.69, -0.10], [-1.19, 3.74, 0.00], [2.03, -0.04, 2.99], [-1.17, -0.85, -2.11], [0.11, -0.93, 0.96], [1.59, 0.11, -0.42], [-0.55, -0.02, 0.69], [0.47, -1.26, -0.47], [0.92, -0.59, -2.66], [-2.53, -0.08, 0.25]],
  "nbo_charge": [-0.636, 0.020, 0.512, -0.367, -0.393, 0.059, -0.204, -0.437, -0.315, 0.225, 0.239, 0.224, 0.217, 0.380, 0.259, 0.217]
}

---

(10)
{
  "formula": "C4H7N3O2",
  "method": "ωB97M-V/def2-TZVPD",
  "multiplicity": 1,
  "lumo_energy_ev": -0.187,
  "homo_lumo_gap_ev": 8.83,
  "species": ["C", "C", "C", "C", "H", "H", "H", "H", "H", "H", "H", "N", "N", "N", "O", "O"],
  "coordinates": [[-1.0310, 0.1570, 0.0087], [0.8847, -0.8275, 0.5202], [2.2064, -0.7068, -0.4433], [1.2500, 0.3475, -0.5362], [-2.8647, -1.3381, 0.1780], [-2.3169, 1.5514, -0.0801], [1.1742, -0.5546, 1.5312], [2.4290, -1.2164, -1.3121], [3.0583, -1.0318, 0.1012], [0.8494, 0.3816, -1.4999], [-0.1594, 1.0962, 1.6357], [-2.2636, 0.4966, -0.6079], [-0.6036, -1.0785, 0.2458], [-0.3909, 1.4329, 0.2877], [-3.4183, -0.2957, -0.0916], [1.1962, 1.5863, 0.0626]],
  "forces_ev_per_angstrom": [[0.29, -3.05, -0.48], [-0.69, 1.30, -4.01], [-0.30, -1.87, 2.03], [2.51, -0.45, 3.10], [-2.30, 4.59, -1.20], [-0.76, -3.24, -2.15], [-0.07, -0.11, -0.05], [-0.74, -1.24, -2.25], [0.75, 1.26, 1.41], [-1.23, -0.40, -1.25], [-1.19, 1.61, -4.63], [-0.61, 2.69, 3.83], [0.68, 2.82, -0.42], [2.46, 0.49, 5.90], [4.14, -3.84, 0.45], [-2.95, -0.56, -0.29]],
  "nbo_charge": [0.460, -0.134, -0.406, 0.038, 0.492, 0.391, 0.202, 0.226, 0.252, 0.194, 0.393, -0.298, -0.508, -0.394, -0.562, -0.345]
}

---

(11)
{
  "formula": "C4H7N3O2",
  "method": "ωB97M-V/def2-TZVPD",
  "multiplicity": 1,
  "lumo_energy_ev": [0.161, 0.160],
  "homo_lumo_gap_ev": [7.64, 7.64],
  "species": ["C", "N", "C", "C", "C", "N", "O", "O", "N", "H", "H", "H", "H", "H", "H", "H"],
  "coordinates": [[1.1183, 0.5855, 1.0217], [-0.1965, 1.2011, 0.9153], [0.1404, -0.8197, -0.7567], [-1.1328, -0.5249, 0.1130], [1.1925, 0.0306, -0.3538], [-2.4083, -0.1003, 0.0004], [0.1025, -1.1818, -2.0907], [2.1011, 0.3938, -1.2390], [-0.5635, -1.6531, 0.2693], [-0.2562, -2.0772, -2.1425], [2.6919, 1.0552, -0.8457], [-0.3451, 1.8118, 1.7208], [-2.4994, 0.9040, 0.0431], [-3.1079, -0.7146, 0.3948], [1.9450, 1.3032, 1.1711], [1.2181, -0.2136, 1.7791]],
  "forces_ev_per_angstrom": [[-0.17, 0.11, -0.29], [-0.17, -0.11, -0.18], [0.23, 0.22, -0.06], [0.43, 0.13, 0.36], [0.04, -0.37, -0.39], [0.47, 0.10, -0.29], [-0.15, -0.12, 0.24], [-0.39, -0.07, 0.44], [0.17, 0.39, -0.02], [0.02, 0.08, 0.08], [-0.10, -0.06, 0.00], [-0.14, -0.27, 0.15], [-0.25, -0.21, 0.20], [0.04, 0.30, -0.11], [-0.03, -0.08, 0.00], [0.01, -0.03, -0.10]],
  "nbo_charge": [-0.319, -0.920, 0.172, 0.567, 0.578, -0.820, -0.681, -0.584, -0.489, 0.490, 0.497, 0.334, 0.419, 0.402, 0.168, 0.186]
}

---

(12)
{
  "formula": "C4H7N3S",
  "method": "ωB97M-V/def2-TZVPD",
  "multiplicity": 1,
  "lumo_energy_ev": 0.629,
  "homo_lumo_gap_ev": 8.80,
  "species": ["C", "C", "C", "C", "H", "H", "H", "H", "H", "H", "H", "N", "N", "N", "S"],
  "coordinates": [[0.6781, -0.0585, 0.9528], [-0.3050, 1.1134, 0.9013], [-0.3426, 1.7102, -0.5263], [-2.0448, -0.2960, -0.5212], [2.6025, -1.8670, -1.3793], [2.2927, -2.1685, 0.5669], [0.5657, -0.7199, 1.6907], [-0.2993, 1.5907, 1.8092], [-0.6407, 2.7424, -0.5736], [0.1645, 1.2579, -1.3022], [-2.4102, -0.0967, -1.5130], [1.9285, -1.7383, -0.2771], [1.3943, -0.4961, -0.1235], [-1.4023, 0.7500, 0.0399], [-2.1814, -1.7239, 0.2553]],
  "forces_ev_per_angstrom": [[2.95, -0.43, -5.73], [2.79, -4.00, -4.75], [-3.24, -0.43, 3.36], [1.38, -0.16, 1.64], [-2.62, 0.77, 5.16], [0.33, -0.23, -0.35], [-0.42, -2.40, 3.34], [-1.10, 1.62, 1.77], [-0.18, 0.15, -0.29], [1.54, -0.62, -1.17], [-0.14, 0.11, -0.34], [1.60, 0.49, -3.29], [-2.47, 2.12, 1.69], [0.04, 3.28, -0.86], [-0.45, -0.25, -0.18]],
  "nbo_charge": [-0.034, -0.076, -0.216, -0.063, 0.388, 0.361, 0.160, 0.227, 0.207, 0.228, 0.200, -0.619, -0.244, -0.387, -0.133]
}

---

| no. | DFT total energy (eV) | molar mass (g mol⁻¹) |
| --- | --- | --- |
| 1 | -10775.4914 | 113.1 |
| 2 | -10770.9846 | 113.1 |
| 3 | -10777.0543 | 113.1 |
| 4 | -10775.1275 | 113.1 |
| 5 | -10774.0319 | 113.1 |
| 6 | -10770.6505 | 113.1 |
| 7 | -10776.5014 | 113.1 |
| 8 | -10775.5770 | 113.1 |
| 9 | -12821.0133 | 129.1 |
| 10 | -12815.2375 | 129.1 |
| 11 | -12821.9756 | 129.1 |
| 12 | -19561.6181 | 129.2 |